Version P
The following is a quantum chemistry calculation of a cluster of 2 separate species, C3H9NOS2 in total, from OMol25.

Geometry as ORCA input:
```
! RIJCOSX wB97M-V def2-TZVPD def2/J DEFGRID3
* xyz 0 1
S 3.41610 0.41361 0.64841
C 3.55436 -0.94258 -0.56235
H -2.46991 1.87721 0.79426
H -1.65998 1.49549 -0.61188
C -2.53461 1.19989 -0.04651
H 3.29463 -1.86956 -0.24372
S -1.43707 -1.27795 0.85790
H -3.36154 1.62892 -0.72990
H -3.56267 -0.55303 0.85891
H 1.15749 0.51596 0.73888
C -2.78663 -0.25388 0.08711
O -0.10315 -0.88542 0.21383
H 4.54377 -1.09119 -0.88195
H 2.82963 -0.49702 -1.24215
H -2.91195 -0.74904 -0.84895
N 2.03154 0.98859 0.96810
*
```

For the LUMO energy (alpha / beta), the calculation gives 0.57 / -1.36 eV. Its HOMO energy (alpha / beta) is -9.08 / -7.11 eV. For the HOMO-LUMO gap (alpha / beta), the calculation gives 9.6 / 5.7 eV.

These are the natural (NBO) partial charges, in e, on atoms 1 to 6: atom 1 (S): 0.670, atom 2 (C): -0.805, atom 3 (H): 0.232, atom 4 (H): 0.237, atom 5 (C): -0.649, atom 6 (H): 0.214

Version Q
The following is a quantum chemistry calculation of a cluster of 2 separate species, C3H9NOS2 in total, from OMol25.

Geometry as ORCA input:
```
! RIJCOSX wB97M-V def2-TZVPD def2/J DEFGRID3
* xyz 0 1
H -0.69419 -1.18243 -1.21542
H 1.19500 0.04910 0.18568
H -0.57875 -0.65520 1.38149
S -1.51072 2.77931 -1.74276
C -0.89374 -0.29778 -1.96012
H 3.42010 -0.22610 1.36621
H -2.81219 3.07426 -1.26050
N 2.64232 -0.71815 1.76698
H 0.44830 -1.45323 2.56303
O -2.77787 0.77945 -0.26165
H 2.98733 -1.56732 2.11702
C 1.41875 -0.51683 1.11393
H -1.74875 -0.38920 -2.70220
C 0.35085 -0.87889 1.76362
S -1.35861 0.99738 -0.62140
H -0.08782 0.20563 -2.49390
*
```

For the LUMO energy, the calculation gives 0.52 eV. Its HOMO energy is -8.52 eV. For the HOMO-LUMO gap, the calculation gives 9.0 eV.

These are the natural (NBO) partial charges, in e, on atoms 1 to 6: atom 1 (H): 0.254, atom 2 (H): 0.187, atom 3 (H): 0.183, atom 4 (S): -0.279, atom 5 (C): -0.806, atom 6 (H): 0.367

Sorted by energy, starting with the most stable: version Q, version P.

Version P
The following is a quantum chemistry calculation of a cluster of 2 separate species, F3H3S2Si2 in total, from OMol25.

Geometry as ORCA input:
```
! RIJCOSX wB97M-V def2-TZVPD def2/J DEFGRID3
* xyz 0 1
F -2.34654 1.45938 0.69948
H 1.75269 -0.23966 -1.31180
F -0.75935 3.31029 0.03389
S 0.36228 -2.81903 -0.97845
H 0.93990 -0.10656 2.12233
Si 1.07206 -0.93856 -0.35229
H 0.33195 -3.22431 0.25339
F -2.06458 1.65691 -1.72763
S 1.89616 -0.91728 1.62974
Si -1.18456 1.81881 -0.36866
*
```

For the LUMO energy (alpha / beta), the calculation gives -1.61 / -1.61 eV. Its HOMO energy (alpha / beta) is -8.37 / -8.37 eV. For the HOMO-LUMO gap (alpha / beta), the calculation gives 6.8 / 6.8 eV.

These are the natural (NBO) partial charges, in e, on atoms 1 to 6: atom 1 (F): -0.686, atom 2 (H): -0.190, atom 3 (F): -0.671, atom 4 (S): -0.347, atom 5 (H): 0.193, atom 6 (Si): 0.801

Version Q
The following is a quantum chemistry calculation of a cluster of 2 separate species, F3H3S2Si2 in total, from OMol25.

Geometry as ORCA input:
```
! RIJCOSX wB97M-V def2-TZVPD def2/J DEFGRID3
* xyz 0 1
H 1.79740 1.67477 1.59177
S 2.13309 2.61378 0.80215
Si -1.77465 -1.59121 0.37218
Si 1.88858 1.46019 -0.99940
H -0.87370 -2.88552 0.30571
F -2.25687 -1.48816 -1.19614
F -3.16339 -1.50604 1.08390
S 1.89310 -0.51033 -0.90141
H 1.51827 2.46440 -2.03016
F -1.16183 -0.23187 0.97140
*
```

For the LUMO energy, the calculation gives -0.80 eV. Its HOMO energy is -9.49 eV. Its SMILES is F[SiH](F)F.S=[SiH]S. For the HOMO-LUMO gap, the calculation gives 8.7 eV.

These are the natural (NBO) partial charges, in e, on atoms 1 to 6: atom 1 (H): 0.159, atom 2 (S): -0.388, atom 3 (Si): 2.184, atom 4 (Si): 1.019, atom 5 (H): -0.217, atom 6 (F): -0.661

Sorted by energy, starting with the most stable: version Q, version P.

Version P
The following is a quantum chemistry calculation of the molecule C9H12N2O, from OMol25.

Geometry as ORCA input:
```
! RIJCOSX wB97M-V def2-TZVPD def2/J DEFGRID3
* xyz 0 1
H 1.20071 1.10383 -4.01536
O 1.67041 0.19221 3.25350
C -0.65297 0.76395 -2.59987
C 0.88883 -0.16612 -0.66280
N 0.05731 0.09541 1.90144
C -0.82283 -0.72916 0.99398
H -1.06946 -2.82298 0.25170
H -2.38994 0.24870 -1.38768
H 0.57885 -2.36379 1.03434
C -0.43667 -0.17092 -0.40375
H -1.12212 1.60847 1.05387
H 2.59181 0.61893 -1.75746
H -0.98601 -2.53180 1.82742
C 0.73588 0.63579 -2.99409
C -0.54185 -2.19248 0.97985
N 0.85716 -0.64096 2.70634
H 0.17806 2.08098 2.57501
C 0.01017 1.53332 1.54447
C 1.57696 0.21271 -1.89941
H -1.54737 1.35598 -3.26851
H 1.64527 -0.62755 0.03521
C -1.28923 0.19393 -1.52068
H -1.82006 -0.53476 1.43252
H 0.68709 2.13628 0.91996
*
```

For the LUMO energy, the calculation gives 0.53 eV. Its HOMO energy is -9.24 eV. Its SMILES is C[C@H](c1ccccc1)N(C)N=O. For the HOMO-LUMO gap, the calculation gives 9.8 eV.

These are the natural (NBO) partial charges, in e, on atoms 1 to 6: atom 1 (H): 0.239, atom 2 (O): -0.449, atom 3 (C): -0.202, atom 4 (C): -0.247, atom 5 (N): -0.223, atom 6 (C): -0.071

Version Q
The following is a quantum chemistry calculation of the molecule C9H12N2O, from OMol25.

Geometry as ORCA input:
```
! RIJCOSX wB97M-V def2-TZVPD def2/J DEFGRID3
* xyz 0 1
H -0.56544 -0.35868 1.95347
H 2.55900 -1.36386 0.54250
N -4.35282 -0.40352 -0.18741
H 1.34454 2.31245 -1.31362
H 0.08870 -1.81883 1.34218
C 0.13020 0.92000 -0.19145
H 0.79938 0.97290 -2.09848
H -0.44466 2.29886 -1.76169
C -1.26801 1.36336 0.45686
H -1.10504 -1.08989 -0.85338
O -1.51994 2.27375 1.13358
H -3.76253 -2.15998 -1.01397
N -2.31947 0.52670 0.01681
C -2.13307 -0.72150 -0.56390
C -3.37500 -1.27110 -0.63897
H 2.25725 -0.67257 -1.08746
C 0.42635 1.67466 -1.40658
C 0.37341 -0.79480 1.68959
C 2.23608 -0.46956 -0.07190
H -4.28323 1.51337 0.55062
H 2.99678 0.35177 -0.02027
C -3.76116 0.67740 0.20123
C 0.79368 -0.03469 0.48468
H 1.13755 -0.55869 2.45312
*
```

For the LUMO energy, the calculation gives 0.71 eV. Its HOMO energy is -9.13 eV. Its SMILES is CC(C)=C(C)C(=O)n1ccnc1. For the HOMO-LUMO gap, the calculation gives 9.8 eV.

These are the natural (NBO) partial charges, in e, on atoms 1 to 6: atom 1 (H): 0.216, atom 2 (H): 0.217, atom 3 (N): -0.424, atom 4 (H): 0.234, atom 5 (H): 0.235, atom 6 (C): -0.109

Version R
The following is a quantum chemistry calculation of the molecule C9H12N2O, from OMol25.

Geometry as ORCA input:
```
! RIJCOSX wB97M-V def2-TZVPD def2/J DEFGRID3
* xyz 0 1
H 0.48644 1.40412 2.87893
H 1.40267 0.16908 0.52469
H 2.26708 -1.44412 -3.13720
H -1.03304 0.62355 3.37660
N -1.73056 0.67115 -2.75800
C -0.55309 0.54481 1.25303
H 1.49576 -2.01946 -1.72231
H 0.47998 -1.66954 -3.14778
H 0.92392 0.72463 -3.04537
C 1.10677 0.13717 -2.15348
C 0.52659 -0.74130 3.10198
C 1.34423 -1.33101 -2.54456
H 0.03816 -1.57740 2.62234
O -2.80231 1.23100 -3.04509
H 2.05983 0.53356 -1.73048
C 0.01465 0.32104 -1.10663
C -0.15862 0.56030 2.69876
C 0.38337 0.31526 0.22984
C -1.35504 0.59968 -1.40616
C -1.87598 0.82640 0.86252
H 0.30786 -0.90829 4.17901
H 1.59909 -0.68674 2.89044
H -2.67708 0.87938 1.59376
N -2.25067 0.83677 -0.41481
*
```

For the LUMO energy, the calculation gives -0.94 eV. Its HOMO energy is -9.04 eV. Its SMILES is CCc1cnc(N=O)c(CC)c1. For the HOMO-LUMO gap, the calculation gives 8.1 eV.

These are the natural (NBO) partial charges, in e, on atoms 1 to 6: atom 1 (H): 0.222, atom 2 (H): 0.214, atom 3 (H): 0.213, atom 4 (H): 0.214, atom 5 (N): 0.085, atom 6 (C): 0.012

Sorted by energy, starting with the most stable: version Q, version R, version P.